Record 1
A structure of composition C4H6O2 at a distorted geometry. Source: the OMol25 dataset; level of theory: the ωB97M-V functional and the def2-TZVPD basis.

Last column: Löwdin charge in e.
CARTESIAN COORDINATES (ANGSTROEM)
O -2.51461 -0.00872 0.03432  0.062
C -1.56173 -0.08058 0.76902  -0.215
C -0.31812 -0.92876 0.52410  -0.388
C 0.57482 0.03478 -1.01423  -0.083
C 1.19447 1.01141 -0.28081  0.077
O 0.63107 -0.87149 1.31848  -0.065
H -1.51955 0.40882 1.76360  0.134
H -0.55717 -1.83323 -0.05963  0.134
H 0.05941 0.29940 -1.93130  0.092
H 1.01734 -0.95159 -1.05065  0.103
H 1.25462 1.00058 0.80597  0.076
H 1.63987 1.84513 -0.80743  0.073

Properties
- Molecular weight: 86.09 g/mol
- Gap between HOMO and LUMO (alpha / beta): 8.493 / 8.496 eV
- Lowest unoccupied orbital energy (alpha / beta): -0.916 / -0.913 eV
- Max |F|: 0.0253 Eh/bohr
- ΔE to the lowest compared entry with this formula, charge and spin: 4.596 eV

Record 2
A structure of composition C4H6O2 at a distorted geometry. Source: the OMol25 dataset; level of theory: the ωB97M-V functional and the def2-TZVPD basis.

Last column: Löwdin charge in e.
CARTESIAN COORDINATES (ANGSTROEM)
O 2.42594 -0.62240 -0.16450  0.074
C 1.74204 0.10689 0.51241  -0.190
C 0.35812 0.48746 0.10743  -0.350
C -0.40530 -0.48784 -0.74416  -0.075
C -1.54986 0.01438 0.33470  -0.132
O -0.53999 0.46031 1.22898  -0.070
H 2.09607 0.53755 1.46592  0.135
H 0.33860 1.47359 -0.36981  0.161
H 0.00573 -1.52335 -0.66644  0.126
H -0.61743 -0.29278 -1.79206  0.108
H -1.77305 -1.00910 0.19772  0.093
H -2.08087 0.85529 -0.11021  0.123

Properties
- Molecular weight: 86.09 g/mol
- Gap between HOMO and LUMO: 10.570 eV
- Lowest unoccupied orbital energy: 0.870 eV
- Max |F|: 0.0714 Eh/bohr
- ΔE to the lowest compared entry with this formula, charge and spin: 3.733 eV

Record 3
The molecule C4H6O2 at a distorted geometry. Source: the OMol25 dataset; level of theory: the ωB97M-V functional and the def2-TZVPD basis.

Last column: Löwdin charge in e.
CARTESIAN COORDINATES (ANGSTROEM)
O -0.58734 1.60614 1.63738  0.009
C -0.97704 0.48238 1.42171  -0.299
O -0.61458 -0.13385 -0.10832  -0.197
C 0.44903 0.59670 -0.63768  -0.203
C 0.81564 0.23020 -1.84641  0.060
C -0.10141 -1.06442 1.00911  0.046
H -2.02437 0.18490 1.53941  0.136
H 0.88616 1.35947 0.01110  0.129
H 0.22573 -0.53834 -2.33635  0.078
H 1.68360 0.65484 -2.32526  0.064
H -0.68445 -2.00013 0.91762  0.082
H 0.92905 -1.37788 0.71770  0.095

Properties
- Molecular weight: 86.09 g/mol
- Gap between HOMO and LUMO: 10.034 eV
- Lowest unoccupied orbital energy: 0.997 eV
- Max |F|: 0.0295 Eh/bohr
- ΔE to the lowest compared entry with this formula, charge and spin: 4.916 eV

Record 4
A structure of composition C4H6O2. Source: the OMol25 dataset; level of theory: the ωB97M-V functional and the def2-TZVPD basis.

Last column: Löwdin charge in e.
CARTESIAN COORDINATES (ANGSTROEM)
O -0.64390 -2.03832 0.26745  0.012
C -0.62575 -0.71419 -0.12090  -0.296
C -0.38211 0.58548 0.79311  -0.071
C 0.43336 1.19843 -0.38730  -0.068
C 0.69538 -0.25797 -0.66186  -0.402
O 1.70579 -0.92432 -0.65244  0.102
H 0.25488 -2.36520 0.07455  0.099
H -1.50124 -0.48359 -0.73949  0.158
H -1.28503 1.11141 1.10652  0.108
H 0.27937 0.41487 1.64831  0.123
H 1.30191 1.82690 -0.19788  0.117
H -0.23266 1.64650 -1.13007  0.118

Properties
- Molecular weight: 86.09 g/mol
- Gap between HOMO and LUMO: 10.841 eV
- Lowest unoccupied orbital energy: 0.876 eV
- Max |F|: 0.0117 Eh/bohr
- ΔE to the lowest compared entry with this formula, charge and spin: 1.516 eV

Record 5
A cluster of 2 separate species, C4H6O2 in total. Source: the OMol25 dataset; level of theory: the ωB97M-V functional and the def2-TZVPD basis.

Last column: Löwdin charge in e.
CARTESIAN COORDINATES (ANGSTROEM)
O 1.22862 -1.03580 1.88357  -0.035
C 0.75942 -0.43389 0.91151  -0.540
C 0.89793 -0.48565 -0.48430  -0.025
C 0.17958 0.62987 -1.12425  -0.149
O -0.54246 1.28393 -0.02506  0.004
C -0.28482 0.61506 1.03563  -0.011
H -1.22793 -1.16348 -0.00565  0.093
H 1.50300 -1.18946 -1.04244  0.117
H 0.82024 1.39510 -1.57440  0.140
H -0.62898 0.39197 -1.83033  0.140
H -1.81733 -0.87026 0.34367  0.105
H -0.88727 0.86264 1.91205  0.162

Properties
- Molecular weight: 86.09 g/mol
- Gap between HOMO and LUMO (alpha / beta): 7.069 / 7.061 eV
- Lowest unoccupied orbital energy (alpha / beta): -0.915 / -0.919 eV
- Max |F|: 0.0144 Eh/bohr
- ΔE to the lowest compared entry with this formula, charge and spin: 4.265 eV

Record 6
The molecule C4H6O2. Source: the OMol25 dataset; level of theory: the ωB97M-V functional and the def2-TZVPD basis.

Last column: Löwdin charge in e.
CARTESIAN COORDINATES (ANGSTROEM)
O 1.78696 -0.62819 -0.79589  0.003
C 1.02240 -1.32467 0.00420  -0.082
C 0.36276 -0.40727 1.04377  -0.171
C -0.64424 0.52789 0.40091  -0.289
O -0.15128 1.23744 -0.73117  -0.064
C -1.09758 0.18973 -0.94791  -0.101
H 1.73004 0.34523 -0.65918  0.111
H -0.68973 -0.73122 -1.36612  0.103
H -0.14147 -1.02346 1.79458  0.105
H 1.14501 0.17670 1.55216  0.121
H -1.27678 1.12236 1.06204  0.146
H -2.05460 0.50795 -1.34734  0.118

Properties
- Molecular weight: 86.09 g/mol
- Gap between HOMO and LUMO: 9.213 eV
- Lowest unoccupied orbital energy: 0.711 eV
- Max |F|: 0.0078 Eh/bohr
- ΔE to the lowest compared entry with this formula, charge and spin: 4.276 eV

Record 7
The molecule C4H6O2 at a distorted geometry. Source: the OMol25 dataset; level of theory: the ωB97M-V functional and the def2-TZVPD basis.

Last column: Löwdin charge in e.
CARTESIAN COORDINATES (ANGSTROEM)
O -1.63967 -1.94520 0.77639  0.109
C -0.76726 -1.20617 0.40100  -0.511
C -0.97840 0.27924 0.28466  -0.097
C 0.28801 0.96701 -0.23629  -0.149
C 1.24604 -0.23770 -0.37490  -0.077
O 0.49947 -1.51798 0.04074  0.016
H -1.83183 0.40120 -0.37672  0.126
H -1.23245 0.59922 1.29277  0.127
H 0.10621 1.50391 -1.18045  0.112
H 0.62881 1.72794 0.48097  0.111
H 2.10409 -0.17306 0.29809  0.116
H 1.57697 -0.39843 -1.40627  0.117

Properties
- Molecular weight: 86.09 g/mol
- Gap between HOMO and LUMO: 11.002 eV
- Lowest unoccupied orbital energy: 0.808 eV
- Max |F|: 0.0297 Eh/bohr
- ΔE to the lowest compared entry with this formula, charge and spin: 0.328 eV
- SMILES string: O=C1CCCO1

Record 8
The molecule C4H6O2 at a distorted geometry. Source: the OMol25 dataset; level of theory: the ωB97M-V functional and the def2-TZVPD basis.

Last column: Löwdin charge in e.
CARTESIAN COORDINATES (ANGSTROEM)
C -1.08618 -0.83992 0.85237  -0.016
C -0.03543 -0.80325 -0.25710  -0.429
O -0.12903 -1.48578 -1.24408  0.085
C 1.15171 0.28320 -0.06103  -0.054
C 0.47473 1.35351 -0.86706  -0.238
O -0.73223 1.30703 -0.96829  0.047
H -2.02541 -0.37118 0.53222  0.092
H -0.74769 -0.32054 1.75098  0.074
H -1.30429 -1.88583 1.08735  0.087
H 1.19269 0.51659 1.00805  0.106
H 2.20604 0.14742 -0.37919  0.121
H 1.03510 2.09874 -1.45422  0.125

Properties
- Molecular weight: 86.09 g/mol
- Gap between HOMO and LUMO: 10.490 eV
- Lowest unoccupied orbital energy: 0.842 eV
- Max |F|: 0.0210 Eh/bohr
- ΔE to the lowest compared entry with this formula, charge and spin: 1.424 eV
- SMILES string: CC(=O)CC=O

Record 9
The molecule C4H6O2. Source: the OMol25 dataset; level of theory: the ωB97M-V functional and the def2-TZVPD basis.

Last column: Löwdin charge in e.
CARTESIAN COORDINATES (ANGSTROEM)
C -1.81348 -0.48623 -0.21025  -0.103
O -1.81065 0.55279 0.75697  -0.028
C -0.66173 0.41357 -0.05885  -0.251
C 0.64420 0.06908 0.59577  -0.233
C 1.83396 -0.04082 -0.24693  -0.119
O 1.64711 1.08740 0.58656  -0.034
H -1.80687 -1.50390 0.17874  0.115
H -2.49280 -0.32599 -1.05080  0.112
H -0.54629 1.18841 -0.81954  0.155
H 0.64158 -0.41143 1.56797  0.155
H 1.73521 0.19782 -1.30520  0.116
H 2.62977 -0.74070 0.00556  0.113

Properties
- Molecular weight: 86.09 g/mol
- Gap between HOMO and LUMO: 11.407 eV
- Lowest unoccupied orbital energy: 1.018 eV
- Max |F|: 0.0114 Eh/bohr
- ΔE to the lowest compared entry with this formula, charge and spin: 2.964 eV
- SMILES string: C1O[C@H]1[C@H]1CO1

Record 10
The molecule C4H6O2 at a distorted geometry. Source: the OMol25 dataset; level of theory: the ωB97M-V functional and the def2-TZVPD basis.

Last column: Löwdin charge in e.
CARTESIAN COORDINATES (ANGSTROEM)
O -1.46435 0.83347 -1.09071  -0.002
C -0.18516 0.47732 -0.67869  -0.352
C 0.33172 0.81163 0.75589  -0.041
C 0.72877 -0.65807 0.86917  -0.200
O -0.46564 -1.39899 0.82781  0.023
C 0.00865 -0.98878 -0.42681  -0.216
H -2.03742 0.31618 -0.50689  0.101
H 0.54563 0.85430 -1.40557  0.160
H 1.14467 1.53678 0.82167  0.111
H -0.47412 1.11783 1.43215  0.123
H 1.64278 -1.10383 0.52483  0.139
H 0.22447 -1.79784 -1.12284  0.155

Properties
- Molecular weight: 86.09 g/mol
- Gap between HOMO and LUMO: 10.663 eV
- Lowest unoccupied orbital energy: 1.036 eV
- Max |F|: 0.0428 Eh/bohr
- ΔE to the lowest compared entry with this formula, charge and spin: 3.612 eV
- SMILES string: O[C@H]1C[C@H]2O[C@@H]12

Record 11
A cluster of 2 separate species, C4H6O2 in total. Source: the OMol25 dataset; level of theory: the ωB97M-V functional and the def2-TZVPD basis.

Last column: Löwdin charge in e.
CARTESIAN COORDINATES (ANGSTROEM)
C 0.08741 -2.27256 -1.23035  -0.228
O -0.97928 -2.83876 -1.24569  -0.046
C -0.47187 0.11603 -0.12630  -0.022
C -0.62206 1.00325 0.95680  -0.077
C 0.74702 1.50729 1.08997  -0.144
O 0.38509 1.53542 -0.31185  -0.087
H 0.85870 -2.47083 -0.46110  0.073
H 0.39374 -1.55534 -2.01514  0.073
H -1.32666 0.16578 -0.81188  0.078
H -1.50787 1.50965 1.35219  0.136
H 1.53465 0.78880 1.31825  0.122
H 0.90113 2.51128 1.48509  0.123

Properties
- Molecular weight: 86.09 g/mol
- Gap between HOMO and LUMO: 8.385 eV
- Lowest unoccupied orbital energy: 0.105 eV
- Max |F|: 0.0087 Eh/bohr
- ΔE to the lowest compared entry with this formula, charge and spin: 7.003 eV

Record 12
The molecule C4H6O2. Source: the OMol25 dataset; level of theory: the ωB97M-V functional and the def2-TZVPD basis.

Last column: Löwdin charge in e.
CARTESIAN COORDINATES (ANGSTROEM)
O 0.72642 1.97623 0.95361  0.104
C 0.41944 0.98827 0.33524  -0.373
C -0.95997 0.54970 -0.11659  -0.074
C -0.80383 -0.96393 -0.01948  -0.192
O 0.53392 -1.22845 -0.44182  -0.127
C 1.35825 -0.13368 -0.09700  -0.123
H -1.08659 0.84723 -1.16567  0.135
H -1.75574 0.99385 0.48211  0.127
H -0.95981 -1.30205 1.01665  0.126
H -1.46920 -1.52949 -0.67441  0.123
H 1.93202 0.17776 -0.97910  0.137
H 2.06510 -0.37543 0.70644  0.136

Properties
- Molecular weight: 86.09 g/mol
- Gap between HOMO and LUMO: 10.605 eV
- Lowest unoccupied orbital energy: 0.826 eV
- Max |F|: 0.0101 Eh/bohr
- ΔE to the lowest compared entry with this formula, charge and spin: 0.940 eV
- SMILES string: O=C1CCOC1

Q: Look up the ΔE to the lowest compared entry with this formula, charge and spin of the fourth one.
A: 1.516 eV